{
  "formula": "C3H3BrO2",
  "method": "ωB97M-V/def2-TZVPD",
  "s_squared": 2.007,
  "molar_mass_g_mol": 150.96,
  "multiplicity": 3,
  "lumo_energy_ha": [0.0229, -0.1417],
  "orbital_gap_ha": [0.22446, 0.24259],
  "elements": ["C", "C", "C", "O", "O", "Br", "H", "H", "H"],
  "xyz": [[2.003884, 0.217234, 0.355611], [0.827460, -0.055170, 0.275030], [-0.786354, -0.080553, 0.529474], [-1.555631, -0.642420, -0.477582], [-1.083581, 1.234103, 0.774944], [-0.915793, -1.284851, 2.221636], [3.041170, 0.215572, 0.201561], [-0.964180, -1.216742, -1.008617], [-1.917137, 1.682636, 0.752246]],
  "atomic_forces_ev_per_a": [[-0.73, -0.88, -0.21], [-3.30, 0.29, 0.46], [2.98, 3.39, -4.45], [0.78, -0.43, -0.38], [1.56, 0.49, 0.50], [-0.21, -2.78, 3.92], [0.72, 0.30, 0.15], [-0.65, 0.43, 0.40], [-1.13, -0.80, -0.39]],
  "nbo_charge": [-0.22, -0.12, 0.34, -0.73, -0.75, 0.24, 0.23, 0.50, 0.51]
}

=====

{
  "formula": "C3H3BrS",
  "method": "ωB97M-V/def2-TZVPD",
  "molar_mass_g_mol": 151.03,
  "lumo_energy_ha": -0.0199,
  "orbital_gap_ha": 0.30237,
  "elements": ["C", "C", "C", "S", "Br", "H", "H", "H"],
  "xyz": [[-0.628011, -0.411588, -0.024639], [1.496500, -0.613281, -0.055352], [-1.178577, 0.773925, 0.118817], [2.165627, -1.849730, -0.777478], [2.012518, 0.994308, 0.709769], [-0.490813, 1.521654, 0.391986], [-2.239968, 0.810408, -0.007347], [-1.137276, -1.225695, -0.355754]],
  "atomic_forces_ev_per_a": [[4.09, 1.79, 0.16], [-4.77, 0.13, -0.29], [0.96, -1.92, 0.02], [0.18, 0.57, 0.45], [0.89, -0.09, 0.06], [-0.02, 1.60, 0.29], [-0.43, 0.67, 0.09], [-0.90, -2.75, -0.78]],
  "nbo_charge": [-0.11, -0.37, -0.47, 0.18, 0.16, 0.21, 0.23, 0.17]
}

=====

{
  "formula": "C3H3Cl2F",
  "method": "ωB97M-V/def2-TZVPD",
  "molar_mass_g_mol": 128.96,
  "lumo_energy_ha": 0.0067,
  "orbital_gap_ha": 0.38586,
  "elements": ["C", "C", "C", "F", "Cl", "Cl", "H", "H", "H"],
  "xyz": [[0.285088, -0.877015, 0.312769], [-0.908086, -0.335968, 0.688388], [-1.804366, 0.149185, -0.265743], [-1.354755, -0.633035, 1.961293], [-2.945326, 1.527232, 0.345813], [-3.019998, -0.969558, -0.735699], [0.847813, -1.573070, 0.927860], [0.893011, -0.566987, -0.464339], [-1.270815, 0.530878, -1.194130]],
  "atomic_forces_ev_per_a": [[-1.44, 0.39, 2.47], [3.85, -3.10, 2.35], [-2.36, 3.72, -2.22], [-0.05, 0.36, -1.66], [1.43, 0.04, -0.02], [-0.54, -1.88, -0.72], [-0.46, 0.23, 0.55], [0.23, 0.66, -2.14], [-0.65, -0.43, 1.39]],
  "nbo_charge": [-0.40, 0.33, -0.27, -0.32, -0.09, 0.04, 0.22, 0.21, 0.27]
}

=====

{
  "formula": "C3H3Cl2F",
  "method": "ωB97M-V/def2-TZVPD",
  "molar_mass_g_mol": 128.96,
  "smiles": "F[C@]1(Cl)C[C@H]1Cl",
  "lumo_energy_ha": 0.0329,
  "orbital_gap_ha": 0.41258,
  "elements": ["C", "C", "C", "H", "H", "H", "F", "Cl", "Cl"],
  "xyz": [[-0.559611, 0.583798, -0.198924], [0.370449, 0.048517, 0.844006], [0.060000, -0.746912, -0.415521], [-1.620076, 0.600498, -0.062111], [-0.039547, -0.233663, 1.800269], [1.307620, 0.580334, 0.893009], [-0.796320, -1.777713, -0.281196], [0.015051, 1.993659, -1.021105], [1.262435, -1.048519, -1.558426]],
  "atomic_forces_ev_per_a": [[0.19, 0.35, -0.22], [-0.39, -0.39, -0.04], [-0.03, 0.86, 1.55], [-0.38, -0.11, 0.23], [-0.09, -0.33, 0.01], [0.19, -0.21, -0.10], [-0.31, -0.41, 0.09], [0.00, 0.44, -0.59], [0.84, -0.20, -0.94]],
  "nbo_charge": [-0.27, -0.45, 0.28, 0.24, 0.24, 0.24, -0.32, 0.00, 0.05]
}

=====

{
  "formula": "C3H3Cl2F4P",
  "method": "ωB97M-V/def2-TZVPD",
  "molar_mass_g_mol": 216.93,
  "smiles": "FC(F)(P)Cl.FC(F)=CCl",
  "lumo_energy_ha": 0.0258,
  "orbital_gap_ha": 0.39371,
  "elements": ["C", "C", "C", "F", "F", "F", "F", "P", "Cl", "Cl", "H", "H", "H"],
  "xyz": [[1.877133, -0.027383, 0.739416], [1.750424, 1.202503, 0.265716], [-1.642918, -0.846140, 0.277026], [1.124482, 2.169763, 1.004107], [2.187029, 1.716936, -0.878977], [-2.776477, -1.427138, 0.330525], [-1.179381, -0.670140, 1.464453], [-1.841813, 0.787869, -0.746786], [2.904696, -1.150863, -0.178342], [-0.503792, -1.954399, -0.653398], [1.580267, -0.398880, 1.701047], [-2.708883, 0.007510, -1.642759], [-0.770762, 0.590368, -1.682031]],
  "atomic_forces_ev_per_a": [[1.55, -0.38, -1.44], [-0.67, 1.29, 1.00], [2.33, 1.32, -3.79], [0.61, -1.12, -1.08], [-0.35, -0.68, 0.97], [-2.83, -1.48, 0.57], [0.86, 0.30, 2.28], [-0.56, -1.03, -0.78], [-0.74, 0.61, 0.50], [-0.20, -0.06, 0.49], [-0.32, 0.32, 0.06], [0.45, 0.85, 0.61], [-0.15, 0.05, 0.62]],
  "nbo_charge": [-0.37, 0.72, 0.51, -0.32, -0.29, -0.31, -0.32, 0.22, 0.00, -0.12, 0.26, 0.01, 0.01]
}

=====

{
  "formula": "C3H3Cl2NO",
  "method": "ωB97M-V/def2-TZVPD",
  "molar_mass_g_mol": 139.97,
  "smiles": "N#CC(Cl)(Cl)CO",
  "lumo_energy_ha": 0.0102,
  "orbital_gap_ha": 0.43062,
  "elements": ["C", "C", "C", "N", "O", "Cl", "Cl", "H", "H", "H"],
  "xyz": [[-2.578993, -1.245382, -0.292743], [-0.393430, -0.080345, 0.028054], [-2.062953, 0.041426, 0.051428], [-3.055241, -2.256173, -0.379341], [0.288895, 1.207238, -0.129081], [-2.780785, 0.496252, 1.655586], [-2.483685, 1.248255, -1.160667], [-0.321036, -0.726348, -0.843896], [-0.193354, -0.693873, 0.905164], [-0.450989, 1.825443, -0.325141]],
  "atomic_forces_ev_per_a": [[0.68, 2.46, 0.60], [-2.20, 1.21, -0.41], [2.32, 1.06, 0.67], [-1.34, -3.39, -0.63], [-1.83, -2.01, 0.67], [0.57, -0.09, -0.64], [-0.42, 0.17, -0.24], [0.72, 0.21, -0.31], [0.67, 0.62, 0.26], [0.84, -0.23, 0.04]],
  "nbo_charge": [0.19, -0.04, -0.17, -0.22, -0.69, 0.03, 0.04, 0.18, 0.20, 0.48]
}

=====

{
  "formula": "C3H3Cl3",
  "method": "ωB97M-V/def2-TZVPD",
  "molar_mass_g_mol": 145.42,
  "lumo_energy_ha": [-0.0564, -0.0567],
  "orbital_gap_ha": [0.26243, 0.27353],
  "elements": ["C", "C", "C", "Cl", "Cl", "Cl", "H", "H", "H"],
  "xyz": [[-0.775900, 0.526561, 0.064533], [0.189845, -1.366012, 1.334158], [0.115942, 0.793543, -0.988355], [-0.903532, -2.116295, 2.374335], [0.942585, -2.568880, 0.322914], [0.884412, 2.516688, -1.011670], [-1.093261, 1.298780, 0.639311], [-0.432146, 0.855546, -1.894093], [1.072056, 0.060069, -0.841132]],
  "atomic_forces_ev_per_a": [[0.54, -3.89, -1.06], [-0.08, 0.78, -0.84], [3.44, -0.30, 1.66], [-0.28, -0.01, 0.24], [-0.18, 0.49, 0.09], [0.04, -0.15, 0.09], [-0.79, 2.34, 2.15], [-0.23, -0.80, -1.19], [-2.46, 1.55, -1.13]],
  "nbo_charge": [0.06, -0.13, -0.55, 0.08, 0.02, -0.19, 0.13, 0.28, 0.29]
}

=====

{
  "formula": "C3H3Cl3O",
  "method": "ωB97M-V/def2-TZVPD",
  "s_squared": 2.007,
  "molar_mass_g_mol": 161.42,
  "multiplicity": 3,
  "lumo_energy_ha": [0.0263, -0.0862],
  "orbital_gap_ha": [0.33784, 0.23776],
  "elements": ["C", "C", "C", "O", "Cl", "Cl", "Cl", "H", "H", "H"],
  "xyz": [[-1.250513, -0.153573, -1.876227], [-0.850162, -0.950576, -0.793468], [1.516257, -1.858621, -3.776525], [0.420410, -0.899086, -0.341914], [-1.957919, -1.874070, 0.092199], [2.045796, -3.333762, -3.164471], [-0.123152, -1.911288, -4.261453], [-2.221845, -0.127447, -2.381248], [-0.491919, 0.222546, -2.503206], [0.945722, -0.330854, -0.828671]],
  "atomic_forces_ev_per_a": [[-0.10, -2.57, 2.15], [-0.85, 3.59, -3.63], [-1.49, -1.33, -0.04], [-1.87, -2.88, 2.39], [0.17, -0.32, 0.46], [0.98, 0.34, 0.22], [0.59, 0.82, -0.41], [0.18, -0.34, 0.89], [1.02, 0.78, -0.24], [1.37, 1.91, -1.79]],
  "nbo_charge": [-0.55, 0.26, -0.10, -0.67, 0.05, 0.06, 0.05, 0.22, 0.19, 0.49]
}

=====

{
  "formula": "C3H3Cl4NO2",
  "method": "ωB97M-V/def2-TZVPD",
  "molar_mass_g_mol": 226.87,
  "smiles": "[O-][N+](O)=C(Cl)Cl.Cl/C=C/Cl",
  "lumo_energy_ha": 0.0132,
  "orbital_gap_ha": 0.33242,
  "elements": ["C", "C", "C", "N", "O", "O", "Cl", "Cl", "Cl", "Cl", "H", "H", "H"],
  "xyz": [[-0.898248, -0.223174, -1.536086], [-0.173972, -1.189067, -0.990557], [1.346219, 0.052594, 0.985486], [0.146875, 0.631547, 1.191908], [-0.789803, 0.104185, 1.770702], [-0.272143, 1.744379, 0.633653], [-2.474880, 0.241306, -1.097803], [1.310709, -1.683470, -1.571514], [2.551380, 0.888705, 0.216619], [1.745167, -1.336033, 1.926090], [-0.674657, 0.415534, -2.402927], [-1.102286, 2.149205, 1.027363], [-0.714360, -1.795710, -0.152933]],
  "atomic_forces_ev_per_a": [[0.50, 0.74, -1.51], [-3.32, -0.75, 1.56], [-1.91, 1.23, 1.27], [-0.30, -1.96, 1.13], [-0.70, -2.12, 1.89], [1.57, 3.86, -2.69], [-0.93, -0.25, 0.72], [1.03, -0.48, -0.50], [0.90, 0.73, -0.64], [-0.46, 0.53, -0.47], [0.84, -0.71, 0.48], [1.27, -1.89, 0.17], [1.51, 1.05, -1.42]],
  "nbo_charge": [-0.26, -0.31, -0.07, 0.36, -0.49, -0.52, 0.01, 0.06, 0.11, 0.09, 0.23, 0.53, 0.25]
}

=====

{
  "formula": "C3H3Cl9",
  "method": "ωB97M-V/def2-TZVPD",
  "molar_mass_g_mol": 358.13,
  "smiles": "ClC(Cl)Cl.ClC(Cl)Cl.ClC(Cl)Cl",
  "lumo_energy_ha": 0.0150,
  "orbital_gap_ha": 0.42583,
  "elements": ["C", "Cl", "Cl", "Cl", "H", "C", "Cl", "Cl", "Cl", "H", "C", "Cl", "Cl", "Cl", "H"],
  "xyz": [[16.155131, 6.609954, -44.176641], [14.944193, 5.764422, -43.153915], [15.543286, 8.214607, -44.552126], [16.712251, 5.564644, -45.559054], [16.993433, 6.659128, -43.481712], [18.192365, 6.683959, -34.367999], [19.883140, 6.079614, -34.137782], [18.024025, 8.398665, -34.053213], [16.984728, 5.717498, -33.453841], [18.005816, 6.477409, -35.421862], [15.529664, 6.789583, -39.408330], [16.605583, 7.184268, -40.660107], [16.307987, 6.697535, -37.817824], [14.682487, 5.281424, -39.826177], [14.784636, 7.585188, -39.401965]],
  "atomic_forces_ev_per_a": [[0.04, -1.03, 0.77], [0.00, -0.10, -0.83], [0.39, -0.39, -0.40], [-0.62, 1.02, 0.75], [0.07, 0.41, -0.56], [0.19, -0.88, -0.37], [-0.84, 0.38, 0.24], [0.12, -0.20, 0.05], [0.66, 0.42, -0.22], [-0.12, 0.28, 0.28], [-1.30, -0.18, 0.46], [1.50, 0.54, -0.84], [-0.15, -0.02, -0.22], [-0.01, 0.03, 0.48], [0.06, -0.28, 0.41]],
  "nbo_charge": [-0.27, -0.01, 0.04, 0.00, 0.22, -0.27, 0.00, 0.04, 0.01, 0.22, -0.30, 0.05, 0.01, 0.01, 0.23]
}

=====

{
  "formula": "C3H3ClF2",
  "method": "ωB97M-V/def2-TZVPD",
  "molar_mass_g_mol": 112.51,
  "smiles": "FC1(F)C[C@H]1Cl",
  "lumo_energy_ha": 0.0344,
  "orbital_gap_ha": 0.41487,
  "elements": ["C", "C", "C", "H", "H", "H", "F", "F", "Cl"],
  "xyz": [[-0.644085, -0.189588, -0.514290], [0.098957, -0.505406, 0.747323], [0.633837, 0.476486, -0.141177], [-0.512903, -0.807448, -1.382415], [-0.377038, -0.237193, 1.659281], [0.647311, -1.452366, 0.697593], [0.553245, 1.748682, 0.273734], [1.747115, 0.338288, -0.949800], [-2.146442, 0.628541, -0.390245]],
  "atomic_forces_ev_per_a": [[0.77, 0.25, -0.79], [1.14, -2.91, -0.01], [0.17, 2.21, -1.13], [-0.36, -0.51, -0.04], [0.02, 0.32, 0.60], [-0.41, 0.13, 0.45], [0.31, 0.48, -0.06], [-1.11, -0.34, 1.10], [-0.53, 0.36, -0.12]],
  "nbo_charge": [-0.31, -0.48, 0.67, 0.24, 0.26, 0.24, -0.32, -0.32, 0.02]
}

=====

{
  "formula": "C3H3ClFN",
  "method": "ωB97M-V/def2-TZVPD",
  "molar_mass_g_mol": 107.52,
  "smiles": "C[C@@](F)(Cl)C#N",
  "lumo_energy_ha": 0.0252,
  "orbital_gap_ha": 0.46349,
  "elements": ["C", "C", "C", "H", "H", "H", "N", "F", "Cl"],
  "xyz": [[0.900902, -0.404008, -0.359759], [-0.476216, -0.119392, 0.177112], [-0.981868, 1.223843, 0.118109], [1.036490, -0.053064, -1.386158], [1.185929, -1.428797, -0.258104], [1.582012, 0.147663, 0.284093], [-1.381762, 2.298796, 0.119361], [-1.365276, -0.935410, -0.544584], [-0.500210, -0.729631, 1.849931]],
  "atomic_forces_ev_per_a": [[0.61, 1.67, 0.00], [-0.15, -2.86, -0.60], [-0.15, 1.08, 0.14], [-0.21, -0.10, 0.11], [-0.34, -0.73, -0.02], [0.26, 0.18, -0.13], [0.07, -0.13, -0.10], [0.18, 0.62, 0.32], [-0.27, 0.25, 0.28]],
  "nbo_charge": [-0.63, 0.26, 0.21, 0.24, 0.25, 0.23, -0.22, -0.33, 0.01]
}